# 1
ORCA calculation (wB97M-V/def2-TZVPD) on one molecule with the formula C4H5NO at a distorted geometry.

Results
SMILES string: C=C=NC(C)=O
lowest unoccupied orbital energy: 0.6 eV
E: -285.3071 Ha
orbital gap: 10.06 eV
ΔE to the lowest compared entry with this formula, charge and spin: 67.5 kcal/mol

```
11
C4H5NO (wB97M-V/def2-TZVPD)
C 2.04 0.12 0.31
C 0.63 -0.31 0.12
N -0.27 0.78 -0.05
C -1.38 0.27 -0.23
C -2.51 -0.22 -0.59
O 0.24 -1.45 0.19
H 2.64 -0.75 0.57
H 2.08 0.88 1.09
H 2.40 0.58 -0.62
H -2.68 0.89 -0.83
H -3.19 -0.79 0.03
```

Results of the Löwdin charge analysis, in e, for atoms 1 through 6: -0.011 -0.518 0.159 -0.232 0.058 0.076

# 2
ORCA calculation (wB97M-V/def2-TZVPD) on one molecule with the formula C4H5NO at a distorted geometry.

Results
SMILES string: [H]/N=C1/C=CCO1
lowest unoccupied orbital energy: 1.0 eV
E: -285.3606 Ha
orbital gap: 10.36 eV
ΔE to the lowest compared entry with this formula, charge and spin: 33.9 kcal/mol

```
11
C4H5NO (wB97M-V/def2-TZVPD)
N -0.18 0.43 2.19
C -0.24 0.35 0.95
C -0.04 -0.99 0.40
C 0.20 -0.88 -0.90
C 0.02 0.56 -1.29
O -0.36 1.25 -0.08
H -0.10 1.07 2.91
H -0.01 -1.81 1.09
H 0.49 -1.68 -1.56
H -0.75 0.69 -2.06
H 0.96 1.01 -1.65
```

Results of the Löwdin charge analysis, in e, for atoms 1 through 6: 0.186 -0.463 -0.031 -0.040 -0.159 -0.002

# 3
ORCA calculation (wB97M-V/def2-TZVPD) on one molecule with the formula C4H5NO at a distorted geometry.

Results
SMILES string: Oc1ccc[nH]1
lowest unoccupied orbital energy: 0.8 eV
E: -285.3595 Ha
orbital gap: 9.28 eV
ΔE to the lowest compared entry with this formula, charge and spin: 34.5 kcal/mol

```
11
C4H5NO (wB97M-V/def2-TZVPD)
O -0.71 1.90 0.95
C -0.26 0.76 0.35
C 0.25 0.54 -0.88
C 0.44 -0.88 -0.98
C 0.14 -1.43 0.23
N -0.28 -0.41 1.13
H -1.51 2.13 0.47
H 0.46 1.30 -1.61
H 0.76 -1.40 -1.87
H 0.16 -2.46 0.54
H 0.54 -0.01 1.63
```

Results of the Löwdin charge analysis, in e, for atoms 1 through 6: 0.059 -0.433 -0.035 -0.090 -0.139 0.052

# 4
ORCA calculation (wB97M-V/def2-TZVPD) on C4H5NO as an isolated structure at a distorted geometry.

Results
lowest unoccupied orbital energy: 0.8 eV
E: -285.2923 Ha
orbital gap: 10.92 eV
ΔE to the lowest compared entry with this formula, charge and spin: 76.7 kcal/mol

```
11
C4H5NO (wB97M-V/def2-TZVPD)
N -1.55 -1.86 0.81
C -0.61 -1.29 1.11
C 0.31 -0.19 0.88
C 0.76 -0.12 -0.60
C -0.29 0.98 -0.63
O -0.41 1.03 0.77
H 1.04 -0.18 1.67
H 1.79 0.23 -0.67
H 0.59 -0.98 -1.25
H -0.06 1.98 -1.03
H -1.58 0.39 -1.06
```

Results of the Löwdin charge analysis, in e, for atoms 1 through 6: 0.184 -0.157 -0.342 -0.095 -0.194 -0.088

# 5
ORCA calculation (wB97M-V/def2-TZVPD) on C4H5NO as an isolated structure.

Results
lowest unoccupied orbital energy (spin up / spin down): -0.7 / -0.7 eV
E: -285.2036 Ha
orbital gap (spin up / spin down): 8.73 / 8.73 eV
ΔE to the lowest compared entry with this formula, charge and spin: 132.4 kcal/mol

```
11
C4H5NO (wB97M-V/def2-TZVPD)
O -2.05 0.36 -0.81
C -1.25 0.14 0.08
N -0.26 1.38 0.57
C 0.81 0.90 -0.06
C 0.07 -0.92 -0.29
C 0.62 -1.96 -0.58
H -1.47 -0.26 1.08
H -0.16 1.41 1.58
H 0.79 1.00 -1.15
H 1.79 0.82 0.40
H 1.12 -2.88 -0.83
```

Results of the Löwdin charge analysis, in e, for atoms 1 through 6: 0.015 -0.481 0.003 -0.067 -0.125 0.131

# 6
ORCA calculation (wB97M-V/def2-TZVPD) on one molecule with the formula C4H5NO at a distorted geometry.

Results
SMILES string: N#CC[C@H]1CO1
lowest unoccupied orbital energy: 0.9 eV
E: -285.3494 Ha
orbital gap: 11.53 eV
ΔE to the lowest compared entry with this formula, charge and spin: 40.9 kcal/mol

```
11
C4H5NO (wB97M-V/def2-TZVPD)
N 2.19 1.04 -0.58
C 1.61 0.06 -0.36
C 0.66 -1.01 -0.01
C -0.62 -0.31 0.44
C -0.95 1.03 -0.06
O -1.61 -0.14 -0.55
H 1.07 -1.66 0.77
H 0.43 -1.66 -0.86
H -0.97 -0.58 1.43
H -1.53 1.73 0.54
H -0.28 1.51 -0.77
```

Results of the Löwdin charge analysis, in e, for atoms 1 through 6: 0.151 -0.223 -0.102 -0.305 -0.113 -0.024

# 7
ORCA calculation (wB97M-V/def2-TZVPD) on a 2-piece molecular cluster, C4H5NO overall at a distorted geometry.

Results
lowest unoccupied orbital energy: 0.3 eV
E: -285.2449 Ha
orbital gap: 8.22 eV
ΔE to the lowest compared entry with this formula, charge and spin: 106.5 kcal/mol

```
11
C4H5NO (wB97M-V/def2-TZVPD)
O 2.07 0.47 0.10
C 0.76 0.12 0.03
C 0.11 -1.11 -0.24
C -1.39 -0.83 -0.37
C -1.43 0.55 -0.13
N -0.18 1.09 0.04
H 2.59 -0.23 -0.30
H 0.58 -2.11 -0.19
H -0.74 -1.18 1.03
H -2.31 1.19 -0.13
H 0.03 2.07 0.18
```

Results of the Löwdin charge analysis, in e, for atoms 1 through 6: 0.075 -0.399 -0.129 -0.147 -0.221 0.088

# 8
ORCA calculation (wB97M-V/def2-TZVPD) on one molecule with the formula C4H5NO.

Results
SMILES string: C#CC(=O)NC
lowest unoccupied orbital energy: 0.3 eV
E: -285.3248 Ha
orbital gap: 10.25 eV
ΔE to the lowest compared entry with this formula, charge and spin: 56.3 kcal/mol

```
11
C4H5NO (wB97M-V/def2-TZVPD)
C -1.42 0.29 -0.64
N -0.68 -0.93 -0.26
C 0.16 -0.73 0.86
O -0.17 -1.01 1.99
C 1.45 -0.08 0.60
C 2.40 0.63 0.42
H -2.20 0.01 -1.36
H -0.78 1.06 -1.10
H -1.90 0.71 0.24
H -0.12 -1.21 -1.05
H 3.26 1.26 0.31
```

Results of the Löwdin charge analysis, in e, for atoms 1 through 6: -0.099 -0.033 -0.508 0.126 -0.029 0.145

# 9
ORCA calculation (wB97M-V/def2-TZVPD) on a 2-piece molecular cluster, C4H5NO overall at a distorted geometry.

Results
SMILES string: C=C=C=N.C=O
lowest unoccupied orbital energy: 0.1 eV
E: -285.2501 Ha
orbital gap: 8.70 eV
ΔE to the lowest compared entry with this formula, charge and spin: 103.2 kcal/mol

```
11
C4H5NO (wB97M-V/def2-TZVPD)
C -0.37 0.88 -0.58
C -0.59 0.80 -1.88
C 0.05 1.27 0.59
C 0.69 -1.67 1.44
N -0.88 0.67 -3.07
O 1.48 -1.05 0.83
H 0.78 2.07 0.85
H -0.18 0.97 1.57
H 0.56 -1.56 2.53
H 0.05 -2.52 1.07
H -1.60 0.14 -3.34
```

Results of the Löwdin charge analysis, in e, for atoms 1 through 6: -0.088 -0.155 -0.025 -0.189 0.147 0.016

# 10
ORCA calculation (wB97M-V/def2-TZVPD) on one molecule with the formula C4H5NO at a distorted geometry.

Results
SMILES string: C=C[C@H](O)C#N
lowest unoccupied orbital energy: 0.4 eV
E: -285.2879 Ha
orbital gap: 10.66 eV
ΔE to the lowest compared entry with this formula, charge and spin: 79.5 kcal/mol

```
11
C4H5NO (wB97M-V/def2-TZVPD)
O -0.59 1.40 -0.87
C -0.53 0.76 0.34
C -0.27 -1.44 -0.62
C -0.25 -0.67 0.44
C 1.12 1.06 0.70
N 2.28 0.95 0.77
H 0.38 1.51 -0.97
H -1.54 0.89 0.83
H -0.15 -2.50 -0.50
H -0.44 -1.00 -1.59
H -0.01 -0.95 1.47
```

Results of the Löwdin charge analysis, in e, for atoms 1 through 6: -0.018 -0.313 0.042 -0.221 -0.143 0.132

What did the fifth record say?
ORCA calculation (wB97M-V/def2-TZVPD) on C4H5NO as an isolated structure.

Results
lowest unoccupied orbital energy (spin up / spin down): -0.7 / -0.7 eV
E: -285.2036 Ha
orbital gap (spin up / spin down): 8.73 / 8.73 eV
ΔE to the lowest compared entry with this formula, charge and spin: 132.4 kcal/mol

```
11
C4H5NO (wB97M-V/def2-TZVPD)
O -2.05 0.36 -0.81
C -1.25 0.14 0.08
N -0.26 1.38 0.57
C 0.81 0.90 -0.06
C 0.07 -0.92 -0.29
C 0.62 -1.96 -0.58
H -1.47 -0.26 1.08
H -0.16 1.41 1.58
H 0.79 1.00 -1.15
H 1.79 0.82 0.40
H 1.12 -2.88 -0.83
```

Results of the Löwdin charge analysis, in e, for atoms 1 through 6: 0.015 -0.481 0.003 -0.067 -0.125 0.131

Question: Which of these has the lowest ΔE to the lowest compared entry with this formula, charge and spin?
Answer: number 2

Question: Which formula does entry 10 have?
Answer: C4H5NO

Question: Which of these has the highest ΔE to the lowest compared entry with this formula, charge and spin?
Answer: number 5